Here is C17H12Cl3F3NO6Rb as an isolated structure from the Open Molecules 2025 dataset. Energies are from wB97M-V/def2-TZVPD.

Summary:
- energy relative to the best compared isomer or geometry (same formula, charge and spin) (kcal per mole) = 28.6
- gap between HOMO and LUMO (Eh) = 0.1395
- net charge = -2

Cartesian coordinates (Å):
O 2.389636 -0.227755 -1.808581
H 1.547994 -1.604417 2.265275
H -0.364328 -0.136574 2.765946
C 1.679732 0.214877 3.385814
O -2.398010 0.795832 -4.128241
O -3.097746 -3.473079 1.366973
H 3.239037 -1.199677 2.913981
C -2.322049 -2.792755 0.672731
C -4.390965 -2.502025 -2.518128
C 2.948244 1.774406 0.607375
C 1.792412 -0.199556 -4.102164
C -2.831130 -0.723567 -2.342635
Cl 4.021819 3.187911 0.823695
H -4.093470 -0.994123 -4.049920
H 0.121384 3.567484 4.903279
C 0.278915 0.563669 3.290637
H 2.555967 3.059887 5.136001
C 2.655715 0.321661 -2.898255
Cl 4.166346 0.942914 4.313050
C 2.432831 1.206359 4.105965
H -4.374201 -3.811969 -0.793752
C -3.960457 -2.942485 -1.284353
H 3.039315 1.124386 1.470878
O 3.437042 1.220157 -3.209774
F 2.515777 -0.423377 -5.211795
C 2.201951 -0.919280 2.794359
H 3.218495 1.277751 -0.316051
H -5.163705 -3.036152 -3.058075
C 1.895140 2.365310 4.627730
F 1.117589 -1.337143 -3.845576
O -1.351004 1.157379 -2.196682
C -2.938337 -2.248695 -0.634518
O -1.114207 -2.511395 0.815798
Rb 0.195351 -0.414537 -0.468867
C -3.808841 -1.367113 -3.076188
C -0.252707 1.710654 3.819354
C -2.115885 0.496088 -2.842939
F 0.844923 0.715129 -4.451262
C 0.537978 2.650947 4.504478
Cl 1.238325 2.259443 0.476793
N -2.405184 -1.150198 -1.156698
H -1.774650 1.503141 -4.358356
H -1.315044 1.900487 3.692698

Atomic forces in eV per Å
O 0.568 0.197 -0.622
H -0.026 -0.001 0.127
H -0.029 -0.033 0.040
C 0.067 -0.060 -0.071
O 0.033 -0.010 -0.079
O 0.029 0.021 -0.054
H -0.006 0.054 -0.018
C 0.145 -0.103 0.012
C -0.003 0.049 -0.073
C 0.101 0.132 0.015
C -0.093 0.113 0.062
C 0.005 0.022 0.061
Cl -0.129 -0.091 -0.002
H -0.013 -0.028 0.010
H 0.008 -0.021 -0.005
C -0.040 0.028 0.078
H 0.012 -0.030 -0.012
C -0.016 -0.005 0.084
Cl -0.002 0.003 0.010
C -0.119 0.059 -0.020
H 0.004 -0.005 0.020
C -0.080 0.047 -0.009
H -0.024 0.019 0.060
O -0.018 -0.103 0.069
F 0.100 -0.087 -0.145
C -0.045 0.104 -0.033
H -0.008 0.005 -0.074
H -0.011 -0.001 -0.004
C 0.010 -0.059 -0.023
F -0.043 -0.083 0.007
O -0.040 0.123 -0.011
C 0.134 0.032 0.011
O -0.348 -0.122 0.136
Rb 0.100 -0.598 0.795
C -0.109 -0.014 -0.149
C 0.040 -0.023 0.010
C -0.180 -0.038 -0.087
F -0.030 0.057 -0.015
C 0.028 -0.041 -0.028
Cl 0.380 0.626 0.130
N -0.300 -0.090 -0.175
H -0.050 -0.018 -0.028
H 0.000 -0.027 -0.002

***

Here is an isolated molecule of C17H12F2N2O2S at a distorted geometry from the Open Molecules 2025 dataset. Energies are from wB97M-V/def2-TZVPD.

Summary:
- SMILES = O=C1NC(=S)NC(=O)C1C(c1ccc(F)cc1)c1ccc(F)cc1
- gap between HOMO and LUMO (Eh) = 0.2927
- net charge = 0

Cartesian coordinates (Å):
C -1.746319 0.801933 2.401492
O 2.222466 -0.538323 5.670735
H -0.962638 1.540446 2.337025
H 0.748988 1.557584 2.534739
S -0.057782 -4.038399 8.326500
C 2.245622 -1.499401 2.469640
C -1.343141 -1.130932 5.797169
C 2.839225 1.221990 2.333890
C -0.114205 -0.827240 5.011014
C -4.077689 0.287390 2.252633
N 1.040094 -2.081065 6.830002
H 1.913219 -2.475230 7.159063
H 2.010341 -2.574529 2.451213
H -0.122508 0.311362 4.835492
H 3.093627 2.276688 2.330284
F -5.382915 0.703325 2.252182
H -2.100748 -2.444432 7.230779
C 3.843667 0.267335 2.283520
F 5.153894 0.668397 2.293970
C -0.087095 -2.686193 7.332961
C -0.124874 -1.048934 3.134205
H -2.277304 -2.568397 2.520198
C 3.571205 -1.100447 2.315606
C -1.429719 -0.550116 2.661667
C 1.521963 0.804981 2.498260
N -1.226465 -2.059209 6.882492
H 4.387160 -1.823984 2.297000
C 1.115582 -1.117727 5.790995
C -3.819811 -1.082490 2.324021
H -3.305849 2.287458 2.232038
H -0.128362 -2.101041 3.436749
O -2.442977 -0.595991 5.658905
C -2.499225 -1.490430 2.495823
C 1.188978 -0.553022 2.678580
C -3.061896 1.230756 2.262367
H -4.643761 -1.797254 2.323831

Atomic forces in eV per Å
C 0.126 -0.642 0.420
O -3.019 -1.508 -0.317
H -0.228 0.057 0.264
H 0.273 0.042 0.224
S -0.079 1.283 -0.677
C -0.689 0.367 0.375
C -2.059 0.254 0.816
C 0.158 -0.252 0.002
C -0.126 3.537 -0.771
C -0.449 -0.237 0.473
N -0.233 -0.413 -0.419
H 0.019 0.335 -0.074
H 0.103 0.560 0.251
H 0.012 -1.592 0.773
H -0.027 -0.146 -0.144
F 1.018 -0.250 -0.195
H 0.177 0.321 -0.094
C 0.438 -0.200 0.454
F -1.025 -0.233 -0.230
C -0.039 -0.217 -0.518
C 0.102 -1.072 2.821
H -0.095 0.575 0.235
C -0.214 0.376 0.007
C -1.762 -0.261 -0.868
C -0.082 -0.606 0.306
N 0.004 -0.420 -0.511
H -0.268 0.241 -0.163
C 3.451 0.919 0.601
C 0.197 0.393 0.007
H 0.040 -0.144 -0.202
H 0.004 -0.227 -1.816
O 1.809 -0.882 -0.350
C 0.656 0.373 0.380
C 1.728 -0.300 -0.826
C -0.198 -0.266 -0.075
H 0.275 0.235 -0.157

***

Here is C17H12IN5O3Sn as an isolated structure from the Open Molecules 2025 dataset. Energies are from wB97M-V/def2-TZVPD.

Summary:
- energy relative to the best compared isomer or geometry (same formula, charge and spin) (kcal per mole) = 1.9
- gap between HOMO and LUMO (spin up / spin down) (Eh) = 0.2228 / 0.2678
- net charge = +2

Cartesian coordinates (Å):
N 0.212103 1.165320 -0.240097
H 4.586634 -1.043832 -2.470760
N -3.442779 -0.157814 -2.427794
I 1.619035 3.884966 -1.091166
C -0.164651 3.556285 -0.016891
H 2.367635 -4.012015 1.130204
Sn 0.584180 1.388102 -2.456642
C -2.839631 -1.195459 -0.442669
H 3.421100 -1.923124 -3.432873
C -0.884956 4.644327 0.439784
H -0.572497 5.653301 0.207961
C 3.995575 -1.962289 -2.502585
C 0.829292 -2.142416 2.300925
C 0.564303 0.197898 0.522284
O 1.087981 -3.395679 2.868988
C -2.017662 4.423131 1.214255
N 3.113045 -3.087323 -0.550124
C 1.538287 -2.015275 0.974911
H -3.295760 2.965683 2.129833
H 4.645946 -2.831048 -2.510530
C -2.413067 3.131596 1.527787
C -3.847594 -0.820498 -1.395337
N -6.343929 -1.316216 -1.016557
C 3.083975 -2.033275 -1.342465
C 1.396842 -0.931776 0.126475
O -2.341660 0.177117 -2.775526
N -1.969874 -1.376646 0.284461
C -5.231300 -1.104139 -1.197889
H -0.245623 -2.024483 2.123083
C -1.686931 2.043237 1.065034
O 2.118622 0.011478 -1.954592
H -2.586984 5.269675 1.572552
H 1.153156 -1.320066 2.949777
H -2.004139 1.032531 1.291144
C 2.362469 -3.106889 0.537316
H 1.352661 -3.311954 3.789573
H 0.258307 0.243067 1.566097
C 2.152737 -0.928004 -1.086527
C -0.554854 2.252514 0.288571

Atomic forces in eV per Å
N -0.027 0.032 -0.079
H 0.002 0.001 -0.003
N 0.050 -0.088 -0.059
I 0.001 0.009 0.017
C 0.006 -0.017 -0.006
H 0.006 0.008 -0.002
Sn 0.024 0.038 0.054
C -0.039 0.039 0.114
H -0.002 -0.002 0.001
C 0.000 0.006 -0.006
H 0.001 -0.001 0.003
C -0.004 0.003 0.005
C -0.031 -0.011 -0.007
C 0.067 -0.030 0.057
O 0.059 0.012 -0.047
C 0.000 -0.003 0.004
N 0.022 -0.023 -0.004
C 0.009 -0.014 -0.033
H -0.002 0.008 0.004
H 0.001 0.001 0.002
C 0.013 -0.005 -0.003
C 0.092 -0.011 0.005
N 0.026 -0.033 0.026
C -0.006 0.028 -0.009
C -0.014 0.004 -0.046
O -0.145 0.046 0.021
N 0.038 -0.041 -0.060
C -0.044 0.066 -0.069
H -0.016 0.017 0.021
C -0.014 -0.002 0.007
O -0.073 -0.148 0.020
H -0.003 -0.001 -0.002
H 0.005 0.001 -0.001
H 0.011 0.013 -0.014
C -0.007 -0.009 0.019
H -0.051 -0.003 0.049
H -0.013 -0.020 -0.011
C 0.042 0.092 0.019
C 0.016 0.038 0.014

***

Here is a 2-piece molecular cluster, C17H13F2NO2 overall at a distorted geometry from the Open Molecules 2025 dataset. Energies are from wB97M-V/def2-TZVPD.

Summary:
- energy relative to the best compared isomer or geometry (same formula, charge and spin) (kcal per mole) = 7.7
- gap between HOMO and LUMO (Eh) = 0.2108
- net charge = 0

Cartesian coordinates (Å):
F 3.914442 1.449257 3.736601
C -2.043895 1.402251 -1.525138
H 2.229886 1.525469 -0.440988
H -0.522181 1.019111 2.874160
C 0.508512 1.128875 2.505360
H -1.367202 0.734010 0.830381
O -3.023476 -2.015206 0.447247
O 1.598482 -2.039654 0.389549
F -1.686450 2.115862 -5.071711
C -0.687264 1.387398 -1.097695
C 0.712265 1.171397 1.100258
C 3.078971 1.571544 1.514563
H 0.374938 -4.406902 1.319971
C -1.854681 -2.414392 0.422393
C 0.028383 -3.897303 0.411502
N -0.716457 -1.625311 0.397671
C -1.374175 1.958650 -3.743167
C 0.299923 1.814407 -2.037114
H -1.836358 -4.413878 -0.482970
H 4.093661 1.725656 1.144836
H -2.816544 1.187758 -0.773880
C -1.479650 -3.899623 0.419043
C -0.459279 1.047023 0.276205
C -0.039681 2.031767 -3.360455
C 0.418863 -2.416099 0.398594
C 2.025781 1.439307 0.626614
H -3.427374 1.614839 -3.174661
H 1.335009 1.990042 -1.739134
C 1.565030 1.224675 3.395133
C -2.391904 1.672027 -2.836544
H -1.824293 -4.421196 1.321042
H 0.367350 -4.421957 -0.490302
C 2.841572 1.432870 2.878325
H 1.421551 1.101198 4.468556
H 0.736233 2.226118 -4.104253

Atomic forces in eV per Å
F -1.281 0.121 -0.966
C 0.237 -0.298 0.401
H 0.082 -0.286 0.740
H 0.619 -0.159 -0.123
C -0.242 -0.224 -0.313
H 0.636 0.408 -0.434
O 1.148 -0.026 -0.057
O -1.291 0.057 -0.005
F 0.331 -0.050 1.575
C -0.058 0.701 -0.440
C 0.179 0.569 0.057
C 0.188 -0.055 -0.235
H 0.503 0.232 -0.412
C -0.441 0.461 -0.006
C 0.006 -0.343 0.038
N 0.273 -0.194 -0.037
C -0.331 -0.403 -0.774
C -0.273 -0.274 0.248
H -0.443 0.275 0.380
H -0.303 -0.021 0.225
H 0.321 -0.137 -0.512
C 0.015 -0.196 0.006
C -0.317 -0.778 0.560
C 0.293 0.110 -0.126
C 0.356 0.255 -0.046
C -0.238 -0.138 0.214
H 0.338 0.112 0.110
H -0.624 -0.277 -0.360
C 0.133 0.023 0.088
C -0.096 0.060 -0.261
H -0.473 0.283 -0.370
H 0.519 0.239 0.384
C 0.544 -0.330 0.531
H 0.052 0.156 -0.317
H -0.362 0.128 0.237

***

Question: Number 3 is which compound?
Answer: C17H12IN5O3Sn